Entry from the OMol25 dataset: a 14-piece molecular cluster, C64H120F4O10 overall at a distorted geometry (ωB97M-V/def2-TZVPD).

2S+1 = 1
Kohn-Sham gap = 0.3556 hartree
HOMO level = -9.020 eV
charge = 0
F_max = 2.7 eV Å⁻¹
energy = -3662.175607 Ha

```
198
C64H120F4O10, DFT ωB97M-V/def2-TZVPD
H -2.4639 2.0287 -4.4482
H 3.8758 4.6770 2.3086
H 4.8653 -0.0136 1.7212
C 3.2712 8.1214 0.6689
H -4.1678 0.4663 1.1359
C -7.0602 -3.1013 1.0062
H 1.9753 2.6659 3.5170
C 6.0273 -0.3296 -0.0884
H 1.8565 -3.8327 -0.8422
H -0.0248 -4.8279 -3.5786
C 0.7884 -0.0432 0.0339
H -2.8809 8.1312 1.6612
H -4.4175 -9.4997 3.0644
H 6.3553 2.6299 -5.8171
H 4.4915 -1.4690 -3.6279
C -0.4080 1.8041 -3.9865
C 1.0284 -2.7014 3.5527
H -6.4448 -0.8960 -2.4072
H 1.1055 1.8234 5.7763
H 2.0914 -1.2878 6.1113
C -2.5768 -6.1336 -1.7550
C -2.6088 -7.1140 -3.8927
H -1.5326 -1.1270 2.9304
C 3.6756 -1.2757 -2.9315
H 1.9381 0.0587 -2.9276
C -5.5547 1.0298 -1.8937
H -0.2392 4.6781 0.2672
O 2.5581 0.4275 5.0360
O -5.3326 0.4025 -0.6182
H 2.6923 3.8078 1.2486
H 4.8162 5.0317 -2.9443
H -1.5473 9.3042 1.3300
H 4.7031 0.1713 6.3581
O 4.6390 3.5020 -4.2417
H 2.6491 -1.6610 2.5484
H 2.3548 -0.5182 -4.5467
C -2.3932 -1.8553 0.0597
C 1.2246 2.4690 -5.6272
C 1.0876 1.4327 -0.1038
H 5.6443 5.0473 -5.3747
H -2.9132 -0.0823 6.8445
H -2.9290 -7.9357 -4.5160
C -2.7603 0.1427 5.7993
C -5.5779 -4.2824 -0.4698
H 0.4661 0.4066 4.9198
H 0.5944 3.4770 -7.3656
H 4.5531 -1.6059 0.9842
H -0.2906 -2.1901 0.6650
F 0.1350 -6.1746 2.9006
H 3.6415 10.2214 1.0731
C 2.6359 -0.3458 6.1780
H 4.2013 -3.2413 -1.0933
C 0.4024 -3.9499 3.6371
H -1.8248 -1.7679 5.2650
H 5.8329 3.4951 -7.2830
H -8.6497 -4.2035 1.9275
H -1.9012 3.0486 -0.6039
O -5.0132 -6.7490 2.9942
C -2.9828 -5.5497 2.6705
H -7.1995 -2.1418 1.4820
C -2.1648 -0.7879 4.9645
H -3.2385 4.0940 -0.0598
H -2.9481 -5.9486 -0.7579
C 2.6567 -3.6824 2.0233
C -1.1883 7.3087 0.6542
C -5.8787 -7.8317 2.6874
H 3.5468 -3.6876 1.4116
H 0.3055 2.2191 3.4031
O 3.7075 6.8970 1.1882
O -0.5889 -0.1871 -0.0177
H -2.1349 1.4346 -2.8629
H 2.2029 8.3071 0.7805
C -0.9122 -5.3995 -3.3502
H 3.3304 0.7295 -3.7526
H 1.2740 1.4899 -6.1037
C 4.0830 9.2545 1.3145
H -3.1576 2.7415 3.5718
H -3.2224 -7.6286 2.5487
H 5.1189 9.1666 0.9868
H 2.4966 5.7287 -0.2307
H 5.9130 -0.9709 -0.9624
H -6.8286 -7.6009 3.1697
H -6.1068 -9.8574 3.2235
H -4.0202 -6.7176 1.1857
C -4.4779 1.1118 0.3142
H -2.0241 1.1891 2.1453
H -1.4501 8.1353 2.6487
C -3.7991 -6.7524 2.2525
C 1.2954 1.8210 3.6263
C -5.3587 -9.0932 3.4345
H -2.0073 -5.5556 2.1842
C -1.8027 8.2874 1.6285
C -1.4976 -5.3422 -2.0820
C -2.2084 3.7929 0.1308
H -1.2533 5.3856 -0.9666
H 1.9445 6.0442 1.4366
C -5.9831 -3.0890 0.1240
O 6.1621 1.0962 -0.2757
H 4.3692 4.2001 0.7904
C -1.2678 4.9533 0.0339
H -1.8815 3.1650 -3.1824
C 5.5070 3.0873 -6.3262
C -5.6241 -0.2737 -2.7641
H 1.2959 -0.6322 -0.7300
H 6.9727 -0.5579 0.4036
C -3.1671 -7.0831 -2.6285
C 6.5223 1.1096 -2.7203
F -8.0781 -6.5370 0.7503
C -7.3723 -5.4188 0.6112
H -1.0520 -6.4670 -5.2151
H -3.4383 -4.6018 2.3842
H 2.1649 1.5982 -0.0918
C 1.2844 1.1256 4.9582
H 4.0942 9.1744 2.4015
C 3.4778 3.4408 -2.1079
H 0.4338 2.0918 0.4673
C 4.0467 4.3173 -3.2366
C -2.2885 0.8871 3.1480
H -0.4321 0.7914 -4.3889
H 1.0990 -0.3659 1.0276
H 6.9649 2.6686 -1.2685
C 2.7657 -0.1889 -3.5923
H 4.3071 2.9075 -1.6432
C -6.2994 -5.4663 -0.2022
C 1.3558 3.6060 -6.5964
H 4.7255 2.3912 -6.6310
H -2.8550 -1.3436 0.9041
H -3.5820 1.4231 -0.2229
H 3.3269 8.0860 -0.4191
C 7.0132 1.5836 -1.3608
C -1.7932 2.1618 -3.5994
H -4.7637 -4.2727 -1.1793
C 2.5400 -4.3881 -1.4844
H 0.8699 1.7386 -1.1271
C -1.5001 -6.2759 -4.2513
H -4.7379 2.6641 1.7693
H 4.3501 -1.4045 5.5830
C 2.1613 -2.6112 2.7085
C 3.6181 -3.4364 -1.9932
H 2.3176 3.6152 -7.1091
H 0.1884 1.8100 -3.0741
C -2.8879 1.7842 3.9928
H 1.6516 1.1239 2.8678
O 2.8774 -2.3929 -2.7038
H 0.6717 -1.8570 4.1240
C 1.9489 -4.8922 2.0672
H -4.7594 1.7262 -2.1597
F -3.5568 2.3725 6.1748
H -6.0366 -7.9150 1.6122
H -1.4891 7.6741 -0.3277
H -2.5771 -2.9093 0.2677
H 2.0374 2.4580 -4.9011
H 8.0597 1.3525 -1.1623
H 6.8070 0.0726 -2.8986
H 4.2698 -3.9862 -2.6723
H -5.9577 -6.4101 -0.6007
C -3.0626 1.4274 5.3507
H -5.7360 -0.1093 -3.8358
H -0.4443 -4.1177 4.2862
H 3.2641 4.9626 -3.6358
C 4.0755 -0.7194 6.3851
C 4.9882 4.1777 -5.4133
H -4.6662 -0.7571 -2.5724
C -5.2942 2.2006 0.9546
C -1.9179 -0.3873 3.6165
H 4.2069 -1.2636 7.3204
H 6.8639 1.7246 -3.5529
H -5.7019 2.9502 0.2763
H -5.2484 -8.9417 4.5083
H -6.1481 1.7592 1.4687
H -0.5394 -2.1241 -0.9704
H 2.2950 0.2155 7.0479
C 3.4769 4.5626 1.3007
F -1.0406 -4.4759 -1.1200
O -1.7564 6.0074 0.8564
C 4.7529 -0.5538 0.7812
O -0.0247 2.7054 -4.9999
H 1.3231 4.6021 -6.1549
H -5.5269 -2.1245 -0.0433
C 0.8534 -5.0285 2.8866
H -2.1814 3.4045 1.1489
H 2.3025 -5.7659 1.5400
H -6.4564 1.6420 -1.8774
H 2.9880 4.0833 -1.3762
H -2.8712 -5.5988 3.7537
H 3.8697 -0.1052 0.3264
H 1.9656 -4.7761 -2.3256
H -2.9415 -1.5727 -0.8390
C -7.7926 -4.2540 1.2723
C 2.8101 5.8363 0.8077
C -0.8728 -1.6232 -0.0615
H 3.0393 -5.2680 -1.0787
H 4.0534 -0.9115 -1.9761
H 5.4387 1.1720 -2.8196
H 4.0932 4.6136 -5.8572
H -4.0554 -7.6637 -2.4278
H 2.7635 2.7189 -2.5037
H -0.1091 7.2067 0.7688
```